{"formula": "C66H124F5N9O9", "method": "wB97M-V/def2-TZVPD", "elements": ["F", "C", "C", "C", "C", "C", "C", "H", "H", "H", "H", "H", "F", "C", "C", "C", "C", "C", "C", "H", "H", "H", "H", "H", "F", "C", "C", "C", "C", "C", "C", "H", "H", "H", "H", "H", "F", "C", "C", "C", "C", "C", "C", "H", "H", "H", "H", "H", "F", "C", "C", "C", "C", "C", "C", "H", "H", "H", "H", "H", "C", "C", "C", "O", "C", "N", "H", "H", "H", "H", "H", "H", "H", "H", "H", "H", "H", "C", "C", "C", "O", "C", "N", "H", "H", "H", "H", "H", "H", "H", "H", "H", "H", "H", "C", "C", "C", "O", "C", "N", "H", "H", "H", "H", "H", "H", "H", "H", "H", "H", "H", "C", "C", "C", "O", "C", "N", "H", "H", "H", "H", "H", "H", "H", "H", "H", "H", "H", "C", "C", "C", "O", "C", "N", "H", "H", "H", "H", "H", "H", "H", "H", "H", "H", "H", "C", "C", "C", "O", "C", "N", "H", "H", "H", "H", "H", "H", "H", "H", "H", "H", "H", "C", "C", "C", "O", "C", "N", "H", "H", "H", "H", "H", "H", "H", "H", "H", "H", "H", "C", "C", "C", "O", "C", "N", "H", "H", "H", "H", "H", "H", "H", "H", "H", "H", "H", "C", "C", "C", "O", "C", "N", "H", "H", "H", "H", "H", "H", "H", "H", "H", "H", "H"], "coordinates": [[-16.177, -0.058, -10.717], [-16.441, -1.104, -9.905], [-15.377, -1.768, -9.303], [-15.662, -2.776, -8.413], [-16.966, -3.099, -8.087], [-18.009, -2.481, -8.759], [-17.754, -1.460, -9.680], [-14.341, -1.504, -9.457], [-14.829, -3.322, -7.984], [-17.221, -3.889, -7.390], [-19.050, -2.728, -8.574], [-18.521, -0.910, -10.200], [-24.679, -6.307, -10.516], [-23.975, -7.260, -9.831], [-24.447, -7.717, -8.605], [-23.698, -8.707, -7.964], [-22.468, -9.149, -8.498], [-22.023, -8.656, -9.658], [-22.764, -7.650, -10.335], [-25.318, -7.204, -8.222], [-24.074, -9.061, -6.998], [-21.863, -9.872, -7.975], [-21.052, -8.963, -10.028], [-22.407, -7.232, -11.255], [-17.582, -7.010, -10.501], [-18.057, -6.731, -9.258], [-19.395, -6.431, -9.069], [-19.915, -6.368, -7.755], [-19.019, -6.418, -6.691], [-17.635, -6.597, -6.944], [-17.157, -6.775, -8.204], [-20.056, -6.302, -9.914], [-20.982, -6.248, -7.572], [-19.275, -6.367, -5.633], [-16.922, -6.594, -6.132], [-16.107, -6.935, -8.410], [-25.608, -5.868, -6.260], [-24.446, -5.246, -6.522], [-24.313, -4.523, -7.687], [-23.060, -3.914, -7.920], [-22.104, -3.857, -6.944], [-22.298, -4.534, -5.736], [-23.411, -5.303, -5.568], [-25.188, -4.440, -8.328], [-22.906, -3.437, -8.881], [-21.190, -3.283, -7.040], [-21.585, -4.503, -4.931], [-23.534, -5.848, -4.638], [-22.764, 0.850, -14.125], [-23.927, 1.256, -13.522], [-24.750, 2.182, -14.156], [-25.921, 2.601, -13.535], [-26.278, 2.088, -12.304], [-25.475, 1.131, -11.690], [-24.257, 0.757, -12.273], [-24.538, 2.582, -15.132], [-26.501, 3.372, -14.022], [-27.102, 2.490, -11.746], [-25.743, 0.742, -10.713], [-23.584, 0.047, -11.817], [-18.987, -2.761, -17.351], [-18.732, -1.324, -17.276], [-19.117, -0.698, -18.600], [-18.319, -1.183, -19.606], [-18.530, -0.492, -20.870], [-19.539, -0.799, -16.148], [-18.806, -3.325, -16.429], [-18.456, -3.223, -18.194], [-20.065, -2.882, -17.547], [-17.637, -1.206, -17.086], [-19.101, 0.415, -18.537], [-20.174, -0.965, -18.813], [-18.355, 0.608, -20.747], [-19.535, -0.652, -21.331], [-17.742, -0.899, -21.499], [-19.095, -0.933, -15.240], [-19.610, 0.217, -16.199], [-20.350, -3.458, -11.404], [-21.268, -2.991, -12.581], [-22.727, -3.136, -12.274], [-23.077, -2.301, -11.163], [-24.414, -2.411, -10.822], [-20.840, -1.706, -13.047], [-20.704, -4.340, -10.870], [-20.219, -2.645, -10.679], [-19.331, -3.690, -11.725], [-21.090, -3.681, -13.410], [-22.972, -4.203, -12.095], [-23.235, -2.803, -13.187], [-25.067, -2.153, -11.682], [-24.656, -1.750, -9.982], [-24.716, -3.433, -10.518], [-21.252, -0.978, -12.456], [-21.230, -1.544, -13.966], [-30.926, -0.074, -14.556], [-30.152, -0.581, -15.787], [-28.641, -0.496, -15.604], [-28.314, -1.225, -14.423], [-26.930, -1.327, -14.222], [-30.367, -1.993, -16.083], [-31.002, -0.806, -13.769], [-31.966, 0.166, -14.826], [-30.534, 0.845, -14.122], [-30.458, 0.015, -16.665], [-28.304, 0.556, -15.478], [-28.116, -0.967, -16.445], [-26.393, -0.358, -14.246], [-26.531, -1.990, -15.019], [-26.812, -1.828, -13.254], [-31.340, -2.117, -16.358], [-30.163, -2.621, -15.300], [-29.149, -0.934, -10.331], [-28.356, -2.185, -10.673], [-28.324, -3.207, -9.567], [-27.596, -2.774, -8.432], [-27.899, -3.562, -7.302], [-28.990, -2.844, -11.823], [-28.814, -0.184, -11.038], [-28.891, -0.543, -9.338], [-30.235, -1.042, -10.390], [-27.329, -1.842, -10.909], [-28.033, -4.200, -9.927], [-29.399, -3.276, -9.277], [-28.953, -3.554, -6.962], [-27.236, -3.295, -6.460], [-27.626, -4.568, -7.584], [-29.092, -2.135, -12.543], [-28.425, -3.620, -12.179], [-22.984, -2.193, -18.339], [-23.089, -1.129, -17.354], [-24.507, -0.581, -17.231], [-24.835, 0.209, -18.392], [-26.202, 0.529, -18.460], [-22.636, -1.547, -16.013], [-23.510, -3.068, -17.924], [-21.963, -2.540, -18.575], [-23.448, -1.919, -19.290], [-22.543, -0.241, -17.697], [-24.615, -0.032, -16.250], [-25.224, -1.414, -17.268], [-26.287, 1.329, -19.210], [-26.582, 0.880, -17.470], [-26.790, -0.337, -18.793], [-22.988, -0.926, -15.289], [-21.612, -1.651, -15.987], [-28.523, -6.442, -12.748], [-27.392, -5.751, -13.543], [-27.751, -4.806, -14.722], [-28.515, -5.492, -15.686], [-27.735, -6.332, -16.512], [-26.569, -4.964, -12.584], [-29.159, -7.018, -13.424], [-29.153, -5.696, -12.279], [-28.097, -7.121, -11.999], [-26.770, -6.530, -13.990], [-26.797, -4.461, -15.125], [-28.324, -3.920, -14.405], [-27.640, -7.369, -16.121], [-26.767, -5.867, -16.649], [-28.218, -6.372, -17.492], [-26.235, -5.547, -11.837], [-25.777, -4.613, -13.140], [-23.736, -6.485, -14.447], [-23.167, -5.216, -15.031], [-22.517, -5.440, -16.402], [-23.483, -5.863, -17.356], [-22.797, -6.445, -18.453], [-24.246, -4.256, -14.998], [-24.091, -6.271, -13.427], [-22.927, -7.199, -14.469], [-24.577, -6.809, -15.084], [-22.364, -4.851, -14.385], [-21.717, -6.205, -16.370], [-22.019, -4.546, -16.799], [-23.516, -6.689, -19.236], [-22.370, -7.391, -18.098], [-21.980, -5.842, -18.865], [-23.975, -3.350, -15.384], [-25.010, -4.565, -15.582], [-15.264, -1.855, -13.995], [-16.664, -2.484, -14.156], [-16.876, -3.844, -13.557], [-18.140, -4.309, -14.036], [-18.501, -5.611, -13.557], [-17.655, -1.524, -13.611], [-15.075, -1.524, -12.953], [-15.047, -0.966, -14.618], [-14.447, -2.589, -14.220], [-16.848, -2.597, -15.222], [-16.934, -3.837, -12.445], [-16.103, -4.591, -13.854], [-19.539, -5.714, -13.876], [-18.445, -5.635, -12.455], [-17.913, -6.438, -13.973], [-17.457, -1.358, -12.630], [-18.622, -1.857, -13.661], [-19.432, 3.492, -11.834], [-19.462, 1.995, -11.628], [-20.695, 1.547, -10.820], [-20.560, 0.209, -10.339], [-21.548, -0.046, -9.336], [-19.484, 1.290, -12.924], [-18.561, 3.790, -12.450], [-19.294, 3.989, -10.873], [-20.346, 3.893, -12.263], [-18.590, 1.742, -10.990], [-21.551, 1.534, -11.499], [-20.878, 2.252, -9.986], [-21.289, 0.526, -8.430], [-21.389, -1.097, -9.102], [-22.593, 0.127, -9.634], [-18.626, 1.500, -13.409], [-19.597, 0.301, -12.738]], "e_above_lowest_kcal_mol": 0.0, "lumo_energy_ev": 0.6, "homo_lumo_gap_ev": 9.192, "homo_ev": -8.61, "energy_ev": -115875.256}